No. 1
ORCA calculation (ωB97M-V/def2-TZVPD) on 2 unconnected molecules or ions with the total composition C4H9NO at a distorted geometry.

```
15
Properties=species:S:1:pos:R:3:mulliken_charge:R:1
O -1.0689 1.0583 0.5039 -0.52
C -0.0569 0.4345 0.8486 0.03
C 1.3961 0.3961 0.0052 -0.19
C 0.3615 -0.6324 -0.2687 0.07
C 0.7342 -2.0372 0.1806 -1.19
N 2.5403 0.0525 0.7060 -0.71
H 0.1105 0.4068 1.9161 0.46
H 1.6381 1.2103 -0.6703 0.43
H -5.4082 2.8459 -2.3081 0.01
H -0.2683 -0.6407 -1.1432 0.41
H -0.0982 -2.4379 0.7598 0.28
H 0.7420 -2.7029 -0.6851 0.35
H 1.7176 -2.0640 0.6486 0.37
H -5.0299 3.3023 -1.8577 -0.01
H 2.6902 0.8082 1.3643 0.23
```

Properties
Largest force on an atom, eV/A: 6.42
Multiplicity: 1
Relative energy (zero: lowest compared OMol25 entry of this formula, charge and spin), kcal/mol: 147.6
E_tot, eV: -7825.919

***

No. 2
ORCA calculation (ωB97M-V/def2-TZVPD) on C4H9NO in the gas phase at a distorted geometry.

```
15
Properties=species:S:1:pos:R:3:mulliken_charge:R:1
C 2.2113 -0.3603 0.6163 -0.87
C 1.3157 -0.1543 -0.6609 -0.69
C -0.1016 0.1073 -0.2988 1.04
C -0.4368 1.5312 0.0670 -1.62
N -0.9251 -0.8811 -0.1764 -0.49
O -2.2339 -0.6105 0.2465 -0.34
H 2.1299 0.5575 1.2587 0.28
H 3.2292 -0.3922 0.1799 0.28
H 1.9970 -1.3162 1.1788 0.28
H 1.3609 -1.1074 -1.2971 0.29
H 1.6727 0.6254 -1.3240 0.38
H -1.3729 1.7954 -0.4659 0.51
H -0.7135 1.6376 1.1438 0.37
H 0.4586 2.1911 -0.2074 0.28
H -2.3465 0.3169 0.4542 0.32
```

Properties
Largest force on an atom, eV/A: 2.77
Multiplicity: 1
Relative energy (zero: lowest compared OMol25 entry of this formula, charge and spin), kcal/mol: 65.5
E_tot, eV: -7829.480

***

No. 3
ORCA calculation (ωB97M-V/def2-TZVPD) on 2 unconnected molecules or ions with the total composition C4H9NO at a distorted geometry.

```
15
Properties=species:S:1:pos:R:3:lowdin_spin:R:1
C 1.8281 -0.0335 -2.0117 0.01
C 1.7611 1.4627 -0.2858 0.01
N 1.4940 1.2834 -1.5494 0.03
H 1.8656 -0.8264 -1.2550 0.00
H 0.9889 -0.2982 -2.7848 0.00
H 2.7933 -0.0231 -2.5604 0.00
H 2.1457 2.4624 0.0635 0.00
H 1.5256 0.6733 0.4621 0.00
C -1.6723 -1.4474 0.7968 0.45
C -1.9408 -0.2625 1.4867 0.21
O -2.4774 -0.3703 2.7405 0.24
H -1.5639 -1.2588 -0.2971 0.02
H -1.6256 -2.4251 1.1786 0.02
H -2.0495 0.6814 0.9876 0.00
H -3.0728 0.3822 3.0284 0.00
```

Properties
Largest force on an atom, eV/A: 4.20
Multiplicity: 2
Relative energy (zero: lowest compared OMol25 entry of this formula, charge and spin), kcal/mol: 92.3
E_tot, eV: -7819.294
<S²>: 0.7577
Total charge: +1

***

No. 4
ORCA calculation (ωB97M-V/def2-TZVPD) on 2 unconnected molecules or ions with the total composition C4H9NO2 at a distorted geometry.

```
16
Properties=species:S:1:pos:R:3:mulliken_charge:R:1
C -1.4740 -2.0476 -0.7354 -1.07
C -0.9077 -1.3606 0.4649 -0.04
C 0.2238 -0.6124 0.3477 -0.15
N 0.8285 0.1524 1.3720 -0.62
H -0.9045 -1.7622 -1.6188 0.29
H -1.4445 -3.1371 -0.6633 0.28
H -2.5509 -1.8160 -0.9240 0.28
H -1.3916 -1.4678 1.4484 0.25
H 0.7297 -0.5234 -0.6230 0.30
H 0.4506 -0.0681 2.2971 0.20
H 1.8345 -0.0151 1.4154 0.26
O 1.6294 1.7956 -1.4765 -0.48
C 1.0639 2.6954 -0.9014 0.18
O 0.4980 2.6853 0.3080 -0.45
H 0.8984 3.7006 -1.4028 0.32
H 0.5166 1.7810 0.6918 0.44
```

Properties
Largest force on an atom, eV/A: 1.87
Multiplicity: 1
Relative energy (zero: lowest compared OMol25 entry of this formula, charge and spin), kcal/mol: 29.0
E_tot, eV: -9878.802

***

No. 5
ORCA calculation (ωB97M-V/def2-TZVPD) on 2 unconnected molecules or ions with the total composition C4H9NO2 at a distorted geometry.

```
16
Properties=species:S:1:pos:R:3:mulliken_charge:R:1
C 0.2519 0.3510 -1.2727 -1.09
C 0.4833 0.3550 0.2289 0.69
C -0.5906 0.7918 1.1989 -0.98
N 1.5929 -0.1146 0.7497 -0.61
O 2.5252 -0.3849 -0.1215 -0.28
H 0.7900 -0.5360 -1.5458 0.49
H -0.7836 0.3010 -1.7283 0.28
H 0.6865 1.3353 -1.6248 0.31
H -1.4480 0.0662 1.1308 0.23
H -1.1047 1.7523 0.8428 0.30
H -0.1442 0.8999 2.1981 0.33
H 3.2122 -0.8032 0.3417 0.37
C 0.2251 -2.1977 0.2212 -0.01
O 0.2933 -2.2471 -0.9841 -0.48
H 1.0919 -2.4283 0.8877 0.24
H -0.6127 -1.9085 0.7955 0.23
```

Properties
Largest force on an atom, eV/A: 4.68
Multiplicity: 1
Relative energy (zero: lowest compared OMol25 entry of this formula, charge and spin), kcal/mol: 103.6
E_tot, eV: -9875.566

***

No. 6
ORCA calculation (ωB97M-V/def2-TZVPD) on 2 unconnected molecules or ions with the total composition C4H9NO2 at a distorted geometry.

```
16
Properties=species:S:1:pos:R:3:mulliken_charge:R:1
C 1.5607 -0.5894 0.8922 -0.73
C 0.4991 -0.8880 0.0807 -0.59
C -0.7662 -0.4690 0.5960 0.82
C -0.7379 -0.1436 1.9340 -1.13
N -1.8150 -0.2065 -0.2627 -0.47
H 2.4934 -1.1355 0.8159 0.25
H 1.6766 0.3331 1.4365 0.38
H 0.5506 -1.5286 -0.7917 0.39
H -1.5240 0.4542 2.3796 0.27
H -0.2215 -0.7505 2.6569 0.34
H -1.5656 0.1223 -1.1843 0.28
H -2.6051 0.2679 0.1456 0.22
O 1.1314 1.4864 -1.7940 -0.39
O -0.0343 1.0154 -2.4888 -0.34
H 1.1210 0.9230 -0.9982 0.41
H 0.2368 1.1087 -3.4176 0.32
```

Properties
Largest force on an atom, eV/A: 2.18
Multiplicity: 1
Relative energy (zero: lowest compared OMol25 entry of this formula, charge and spin), kcal/mol: 134.4
E_tot, eV: -9874.231

***

No. 7
ORCA calculation (ωB97M-V/def2-TZVPD) on a molecular structure, C4H9NO2 at a distorted geometry.

```
16
Properties=species:S:1:pos:R:3:mulliken_charge:R:1
C -1.4550 0.1195 -0.6971 0.47
C 0.5962 0.7579 1.4755 -1.17
N -0.1043 0.0829 -0.8094 -0.11
C 0.9331 0.4715 0.0488 0.94
C 2.1727 0.5336 -0.4299 -1.13
O -2.1817 -0.3083 -1.5611 -0.60
O -1.9287 0.6675 0.4393 -0.45
H -2.8959 0.6380 0.4098 0.34
H -1.3564 -2.9407 -0.9319 -0.15
H 0.1982 -0.2610 -1.7119 0.20
H -0.9003 -3.3802 -0.4788 0.15
H 1.5084 0.9142 2.0432 0.35
H 0.0424 -0.0724 1.9080 0.34
H -0.0254 1.6471 1.5520 0.27
H 2.9978 0.8043 0.2006 0.27
H 2.3989 0.3260 -1.4571 0.29
```

Properties
Largest force on an atom, eV/A: 1.17
Multiplicity: 1
Relative energy (zero: lowest compared OMol25 entry of this formula, charge and spin), kcal/mol: 35.0
E_tot, eV: -9878.542

***

No. 8
ORCA calculation (ωB97M-V/def2-TZVPD) on C4H9NO2 in the gas phase.

```
16
Properties=species:S:1:pos:R:3:mulliken_charge:R:1
C 2.1518 -0.2490 -1.1021 -0.87
N 0.8118 -0.2163 -0.5656 -0.15
C 0.5127 0.0677 0.7899 -0.57
O -0.4027 1.1547 0.9789 -0.41
C -1.6293 0.9521 0.3112 -0.45
C -2.1426 -0.4680 0.5094 0.04
O -2.3272 -1.2482 -0.3975 -0.49
H 2.4942 -1.2719 -1.3332 0.27
H 2.2320 0.3866 -1.9961 0.28
H 2.8423 0.1554 -0.3598 0.31
H 0.1455 -0.8041 -1.0428 0.24
H 1.4199 0.3565 1.3290 0.34
H 0.0835 -0.8044 1.3152 0.39
H -2.3421 1.6498 0.7768 0.34
H -1.5503 1.1216 -0.7734 0.31
H -2.2995 -0.7824 1.5602 0.42
```

Properties
Largest force on an atom, eV/A: 0.62
Multiplicity: 1
Relative energy (zero: lowest compared OMol25 entry of this formula, charge and spin), kcal/mol: 57.8
E_tot, eV: -9877.556

***

No. 9
ORCA calculation (ωB97M-V/def2-TZVPD) on C4H9NO2 in the gas phase.

```
16
Properties=species:S:1:pos:R:3:mulliken_charge:R:1
C 1.8701 -0.2943 0.2262 -1.44
C 0.3573 -0.5108 0.1644 0.67
C -0.3567 0.3975 1.1672 -0.86
O -1.5829 -0.1616 1.5937 -0.57
N -0.1715 -0.3172 -1.1938 -0.19
C -1.2325 0.4233 -1.6029 -0.02
O -1.7659 1.3375 -1.0007 -0.58
H 2.4178 -0.8113 -0.5685 0.39
H 2.2477 -0.6912 1.1747 0.36
H 2.1224 0.7705 0.1696 0.34
H 0.1314 -1.5526 0.4321 0.16
H 0.3158 0.5711 2.0209 0.33
H -0.5277 1.3532 0.6741 0.49
H -2.2834 0.3865 1.2173 0.35
H 0.0712 -1.0200 -1.8692 0.24
H -1.6130 0.1194 -2.6050 0.32
```

Properties
Largest force on an atom, eV/A: 0.50
Multiplicity: 1
Relative energy (zero: lowest compared OMol25 entry of this formula, charge and spin), kcal/mol: 25.6
E_tot, eV: -9878.951

***

No. 10
ORCA calculation (ωB97M-V/def2-TZVPD) on C4H9NO2 in the gas phase.

```
16
Properties=species:S:1:pos:R:3:mulliken_charge:R:1
C 0.6638 -0.8365 -2.4111 -0.72
O 0.7545 -0.2848 -1.1212 -0.31
C -0.4201 0.4017 -0.7520 -0.46
C -0.2269 0.9379 0.6518 -0.56
N 0.1191 -0.1303 1.5645 -0.08
C -0.2799 -0.1240 2.8605 0.01
O -1.0360 0.6919 3.3522 -0.57
H -0.1674 -1.5549 -2.4841 0.31
H 0.5130 -0.0540 -3.1705 0.28
H 1.6036 -1.3549 -2.6145 0.24
H -1.2859 -0.2795 -0.7886 0.34
H -0.6135 1.2378 -1.4441 0.35
H -1.1482 1.3989 1.0166 0.34
H 0.5568 1.7066 0.6458 0.26
H 0.8143 -0.7938 1.2561 0.23
H 0.1528 -0.9621 3.4387 0.33
```

Properties
Largest force on an atom, eV/A: 0.36
Multiplicity: 1
Relative energy (zero: lowest compared OMol25 entry of this formula, charge and spin), kcal/mol: 29.9
E_tot, eV: -9878.766

***

- Which of these has the lowest relative energy (zero: lowest compared OMol25 entry of this formula, charge and spin)?
  number 9